(1)
Molecular formula: C2H6I2Si2
Method: DFT, ωB97M-V/def2-TZVPD

Last column: Mulliken charge in e.
Geometry (Å):
H 3.255 1.146 0.065  0.279
Si 1.119 -0.098 0.426  0.455
H 1.825 2.275 0.198  0.275
H -1.007 1.102 0.267  0.335
H -2.158 -2.310 0.687  -0.066
I -4.782 -0.612 0.038  -0.174
I 1.715 -2.496 0.404  -0.090
C -0.820 0.094 0.648  -0.878
Si -2.224 -1.054 -0.046  0.350
H -2.030 -1.139 -1.488  -0.068
H -0.977 0.172 1.730  0.383
C 2.191 1.260 0.159  -0.801

- HOMO-LUMO gap: 8.28 eV
- LUMO energy: -0.394 eV
- Energy: -34127.9314 eV
- Structure (SMILES): C=[Si](I)C[SiH2]I

=====

(2)
Molecular formula: C2H6IN
Method: DFT, ωB97M-V/def2-TZVPD

Last column: Mulliken charge in e.
Geometry (Å):
H -1.146 1.360 0.359  0.348
I 2.600 -0.045 0.054  0.022
H -0.191 1.153 -1.120  0.344
H -0.293 -1.309 -1.031  0.318
H -1.383 -1.052 0.331  0.328
H 0.035 -2.083 0.543  0.282
H 0.495 2.013 0.273  0.303
N 0.357 -0.037 0.561  -0.456
C -0.141 1.185 -0.025  -0.779
C -0.332 -1.185 0.057  -0.711

- HOMO-LUMO gap: 8.21 eV
- LUMO energy: -0.816 eV
- Energy: -11760.6647 eV
- Structure (SMILES): CN(C)I

=====

(3)
Molecular formula: C2H6IN2O
Method: DFT, ωB97M-V/def2-TZVPD

Last column: Mulliken charge in e.
Geometry (Å):
H -3.492 1.072 0.995  0.314
N 1.196 -0.250 -1.693  -0.352
H 0.667 -0.392 -2.541  0.252
C -3.272 -0.028 1.097  -0.586
O 2.559 0.264 0.437  -0.403
H 2.174 -0.567 -1.754  0.283
H -2.935 -0.385 2.167  0.288
I -1.953 -0.708 -0.240  0.573
H 2.606 1.090 0.100  0.334
N 1.226 -0.091 0.564  -0.065
H 0.723 0.230 1.419  0.284
C 0.500 -0.236 -0.551  0.079

- Net charge: +1
- HOMO-LUMO gap (alpha / beta): 7.84 / 7.82 eV
- LUMO energy (alpha / beta): -5.808 / -5.832 eV
- Energy: -15287.2852 eV

=====

(4)
Molecular formula: C2H6IN4
Method: DFT, ωB97M-V/def2-TZVPD

Last column: Mulliken charge in e.
Geometry (Å):
N 1.810 2.807 -0.432  -0.495
C -1.668 -2.133 0.224  -0.843
H -1.632 -0.093 0.695  0.344
N 1.506 1.572 -0.362  0.307
H 2.710 3.073 -0.653  0.229
C 0.134 -0.385 -0.068  0.231
H -2.669 -2.094 0.496  0.354
N 0.447 1.250 0.143  -0.277
H 1.115 3.399 0.069  0.285
H -1.174 -2.835 1.015  0.316
H -1.426 -2.417 -0.808  0.349
I 1.852 -1.315 -0.680  0.334
N -1.005 -0.829 0.360  -0.135

- Net charge: +1
- HOMO-LUMO gap: 9.26 eV
- LUMO energy: -4.721 eV
- Energy: -16222.5170 eV
- Structure (SMILES): C/[NH+]=C(I)/N=N/N

=====

(5)
Molecular formula: C2H6IN4
Method: DFT, ωB97M-V/def2-TZVPD

Last column: Mulliken charge in e.
Geometry (Å):
H 0.580 -0.052 -0.562  0.353
C -0.812 1.489 1.219  -0.120
N -0.923 0.903 0.145  -0.593
N 1.678 -1.804 -0.552  0.025
H 0.434 -3.205 2.094  0.352
N 1.167 -0.656 -1.147  -0.410
H 2.430 -2.209 -1.169  0.329
N 1.140 -2.642 1.622  -0.181
I -2.686 -0.212 -0.247  0.133
H 1.145 -0.829 -2.141  0.250
H 0.147 1.943 1.571  0.251
H -1.624 1.610 1.877  0.275
C 1.281 -2.383 0.481  0.337

- Net charge: +1
- HOMO-LUMO gap: 8.66 eV
- LUMO energy: -4.345 eV
- Energy: -16221.4514 eV

=====

(6)
Molecular formula: C2H6INS
Method: DFT, ωB97M-V/def2-TZVPD

Last column: Mulliken charge in e.
Geometry (Å):
H 1.163 1.177 0.085  0.457
H 0.673 0.182 -1.083  0.414
H 0.953 -0.442 0.448  0.353
S -1.235 -2.511 0.237  -0.185
N -1.825 -0.055 -0.534  -0.552
H -0.942 1.734 0.239  0.396
H -0.565 -3.166 -0.813  0.156
C -0.840 0.556 0.261  -0.236
H -0.860 0.345 1.283  0.442
C 0.631 0.345 -0.082  -1.408
I -3.701 0.139 0.182  0.163

- HOMO-LUMO gap (alpha / beta): 7.29 / 8.21 eV
- LUMO energy (alpha / beta): -1.857 / -1.189 eV
- Energy: -22593.0181 eV

=====

(7)
Molecular formula: C2H6IO
Method: DFT, ωB97M-V/def2-TZVPD

Last column: Mulliken charge in e.
Geometry (Å):
I 19.399 -22.635 -9.970  -0.793
O 20.857 -24.315 -8.925  -0.563
H 21.672 -25.001 -10.576  0.304
H 21.988 -26.648 -7.962  0.277
H 20.236 -23.797 -9.442  0.304
H 20.500 -26.129 -9.801  0.224
C 21.298 -25.404 -9.635  -0.256
C 22.357 -26.243 -8.904  -1.133
H 23.235 -25.648 -8.652  0.290
H 22.652 -27.072 -9.547  0.346

- Net charge: -1
- HOMO-LUMO gap: 6.96 eV
- LUMO energy: 3.844 eV
- Energy: -12318.7816 eV

=====

(8)
Molecular formula: C2H6IO2P
Method: DFT, ωB97M-V/def2-TZVPD

Last column: Mulliken charge in e.
Geometry (Å):
C -0.120 -0.602 0.649  0.054
H -2.298 -0.273 0.183  0.294
H -1.128 -0.217 -1.080  0.239
O 0.673 3.075 0.118  -0.492
H -1.646 -1.662 -0.487  0.417
H 0.830 1.104 -1.586  0.177
O 0.278 0.711 0.715  -0.161
C -1.403 -0.717 -0.184  -1.059
I 3.334 -0.832 -0.036  -0.121
P 1.076 1.679 -0.288  0.408
H -0.320 -1.003 1.685  0.216
H 0.724 -1.264 0.311  0.029

- HOMO-LUMO gap (alpha / beta): 7.52 / 6.19 eV
- LUMO energy (alpha / beta): -2.265 / -3.195 eV
- Energy: -23654.2072 eV

=====

(9)
Molecular formula: C2H6N2
Method: DFT, ωB97M-V/def2-TZVPD

Last column: Mulliken charge in e.
Geometry (Å):
C -0.959 -0.585 -0.670  0.087
H 0.065 0.686 1.389  0.329
H -1.368 -1.553 -1.154  0.295
H -1.223 1.264 -0.386  0.264
N 0.477 -0.552 -0.330  -0.364
H 0.717 -1.688 0.131  0.292
H 1.334 1.393 0.034  0.247
C 0.926 0.488 0.575  -0.868
H 1.767 0.079 1.093  0.319
N -1.737 0.467 -0.683  -0.601

- HOMO-LUMO gap: 10.21 eV
- LUMO energy: 0.800 eV
- Energy: -5149.6482 eV
- Structure (SMILES): [H]/N=C\NC

=====

(10)
Molecular formula: C2H6N2
Method: DFT, ωB97M-V/def2-TZVPD

Last column: Mulliken charge in e.
Geometry (Å):
C 0.374 0.553 0.787  0.052
H -0.734 -1.605 0.217  0.295
H 0.362 0.863 -1.095  0.297
H 1.580 2.139 1.180  0.225
N 0.656 1.759 1.069  -0.625
N 0.193 0.079 -0.473  -0.299
H -1.678 -0.768 -1.079  0.253
H 0.163 -0.230 1.549  0.237
H -0.221 -1.733 -1.432  0.257
C -0.696 -1.056 -0.722  -0.692

- HOMO-LUMO gap: 9.17 eV
- LUMO energy: 1.108 eV
- Energy: -5149.8387 eV
- Structure (SMILES): [H]/N=C/NC

=====

(11)
Molecular formula: C2H6N2
Method: DFT, ωB97M-V/def2-TZVPD

Last column: Mulliken charge in e.
Geometry (Å):
H 4.677 0.885 0.564  0.253
H 2.538 -0.144 -1.070  0.255
C -3.115 -0.281 -0.179  -0.204
H -4.596 -0.880 0.880  0.253
N -3.767 -0.289 0.909  -0.495
H 2.939 0.345 1.011  0.198
C 3.692 0.559 0.245  -0.228
H -3.650 -0.061 -1.114  0.228
H -2.075 -0.595 -0.277  0.218
N 3.356 0.460 -0.969  -0.477

- HOMO-LUMO gap: 9.68 eV
- LUMO energy: 0.626 eV
- Energy: -5148.2022 eV
- Structure (SMILES): C=N.C=N

=====

(12)
Molecular formula: C2H6N2
Method: DFT, ωB97M-V/def2-TZVPD

Last column: Mulliken charge in e.
Geometry (Å):
N -0.245 0.272 -0.124  0.106
C -1.571 -0.216 -0.006  -0.766
H -2.315 0.610 0.210  0.298
N 0.808 -0.517 -0.056  -0.528
H -0.076 1.276 -0.076  0.256
H 2.212 1.056 0.115  0.195
C 2.009 -0.050 -0.012  -0.344
H -1.715 -0.849 0.844  0.284
H 2.783 -0.813 -0.007  0.263
H -1.889 -0.769 -0.889  0.238

- HOMO-LUMO gap: 9.48 eV
- LUMO energy: 1.208 eV
- Energy: -5149.6622 eV
- Structure (SMILES): C=NNC

=====

Table of energy relative to the best compared isomer or geometry (same formula, charge and spin) (kcal per mole), in record order: 31.60, 0.00, 115.52, 5.34, 29.91, 54.23, 74.54, 63.80, 52.38, 47.99, 85.73, 52.06